Entry 1:
{"formula": "C26H23N5O5", "method": "ωB97M-V with the def2-TZVPD basis set", "species": ["N", "C", "C", "C", "C", "N", "O", "O", "C", "C", "C", "N", "O", "N", "O", "H", "H", "C", "O", "C", "C", "C", "C", "C", "C", "C", "C", "C", "C", "C", "C", "N", "C", "C", "C", "C", "C", "C", "H", "H", "H", "H", "H", "H", "H", "H", "H", "H", "H", "H", "H", "H", "H", "H", "H", "H", "H", "H", "H"], "xyz": [[5.989, 2.847, -6.235], [5.499, 2.511, -5.222], [4.880, 2.085, -3.997], [4.006, 2.812, -3.186], [3.366, 2.224, -2.049], [2.771, 3.140, -1.128], [2.596, 4.319, -1.506], [2.491, 2.769, 0.032], [3.564, 0.865, -1.684], [4.504, 0.196, -2.452], [5.140, 0.744, -3.593], [5.976, -0.102, -4.240], [5.939, -1.253, -3.453], [5.072, -1.071, -2.309], [4.968, -1.960, -1.478], [3.864, 3.874, -3.396], [3.188, 0.439, -0.755], [-3.256, 4.558, -1.536], [-2.965, 3.356, -2.267], [-3.051, 2.173, -1.610], [-2.777, 1.042, -2.408], [-2.650, -0.183, -1.810], [-2.632, -0.300, -0.401], [-2.188, -1.568, 0.140], [-1.662, -1.775, 1.422], [-1.088, -0.637, 2.175], [-0.206, 0.202, 1.491], [0.374, 1.293, 2.113], [0.057, 1.556, 3.448], [-0.836, 0.744, 4.147], [-1.399, -0.364, 3.518], [-1.621, -3.006, 1.993], [-2.203, -4.188, 1.363], [-1.689, -5.404, 2.156], [-0.684, -4.865, 3.195], [-0.654, -3.335, 3.036], [-3.111, 0.802, 0.368], [-3.309, 2.031, -0.225], [-3.170, 5.353, -2.281], [-4.273, 4.524, -1.126], [-2.527, 4.706, -0.729], [-2.595, 1.193, -3.468], [-2.517, -1.074, -2.412], [-2.522, -2.438, -0.411], [0.014, -0.027, 0.452], [1.081, 1.903, 1.548], [0.523, 2.407, 3.926], [-1.079, 0.961, 5.193], [-2.093, -1.002, 4.058], [-3.303, -4.155, 1.372], [-1.899, -4.258, 0.308], [-2.528, -5.901, 2.658], [-1.216, -6.122, 1.475], [-1.012, -5.120, 4.208], [0.317, -5.279, 3.029], [0.355, -2.982, 2.753], [-0.902, -2.844, 3.988], [-3.339, 0.682, 1.424], [-3.581, 2.901, 0.378]], "forces_ev_per_a": [[-1.24, -0.89, 2.62], [0.96, 1.39, -2.19], [-1.10, 0.14, 0.86], [1.04, -0.19, -1.20], [1.42, -2.29, -0.12], [-1.65, 2.36, 2.14], [0.37, -2.23, 0.42], [0.64, 0.11, -2.30], [-0.07, 2.36, 0.62], [1.47, -1.83, -0.92], [1.09, -1.08, -1.43], [-1.60, 0.33, 2.24], [-0.78, 0.70, 1.02], [-0.29, 0.13, -0.38], [0.13, 1.26, -1.27], [-0.20, -0.44, 0.13], [-0.16, 0.22, -0.28], [0.13, -0.57, -0.41], [-0.41, 0.80, 0.22], [0.39, -0.60, 0.41], [-0.29, 1.03, 0.39], [0.26, -0.02, 0.84], [-0.74, 0.78, -0.25], [-0.08, -0.90, 2.49], [-1.01, 0.59, -2.35], [0.06, 0.21, 0.41], [0.06, -0.14, 0.04], [-0.02, -0.08, 0.21], [0.07, 0.09, -0.21], [0.11, -0.02, 0.03], [0.12, 0.12, -0.43], [-0.05, -0.80, 0.56], [0.03, 0.00, -0.18], [-0.09, 0.07, -0.02], [-0.02, 0.08, 0.00], [0.49, 0.06, 0.15], [0.45, -1.17, -0.58], [0.19, 0.76, -1.09], [-0.06, -0.06, 0.29], [0.18, 0.08, -0.06], [-0.14, 0.01, -0.12], [-0.26, -0.06, 0.07], [0.32, 0.03, 0.02], [0.13, -0.03, -0.02], [-0.01, 0.04, 0.12], [-0.31, -0.07, 0.38], [-0.06, 0.02, 0.14], [0.10, -0.06, -0.45], [0.05, 0.08, -0.11], [0.26, 0.24, -0.02], [0.03, 0.01, 0.17], [0.25, 0.02, -0.18], [-0.18, 0.11, 0.24], [0.22, -0.07, -0.20], [-0.26, 0.03, 0.15], [-0.34, -0.11, 0.09], [0.06, -0.13, -0.30], [0.31, -0.03, -0.15], [0.00, -0.39, -0.22]], "lowdin_charge": [0.182, -0.147, -0.136, 0.089, -0.107, -0.310, 0.073, 0.056, 0.142, -0.095, -0.194, 0.161, 0.051, -0.135, 0.100, 0.138, 0.145, -0.073, -0.104, -0.284, -0.016, -0.048, -0.240, -0.018, -0.202, -0.194, -0.035, -0.063, -0.082, -0.079, -0.047, -0.081, -0.154, -0.154, -0.151, -0.149, -0.030, -0.022, 0.090, 0.092, 0.093, 0.115, 0.111, 0.086, 0.120, 0.076, 0.098, 0.106, 0.114, 0.126, 0.109, 0.104, 0.105, 0.104, 0.106, 0.129, 0.102, 0.118, 0.104], "total_energy_ev": -45013.4473, "smiles": "N#Cc1cc([N+](=O)[O-])cc2c1no[n+]2[O-].COc1ccc(/C=C(\\c2ccccc2)N2CCCC2)cc1", "orbital_gap_ev": 3.939, "homo_ha": -0.2444}



Entry 2:
{"formula": "C26H23N6O3RbS3", "method": "ωB97M-V with the def2-TZVPD basis set", "species": ["Rb", "C", "C", "N", "N", "C", "S", "S", "C", "C", "C", "C", "C", "C", "C", "C", "C", "C", "C", "C", "C", "O", "H", "H", "H", "H", "H", "H", "H", "H", "H", "H", "H", "H", "H", "H", "N", "C", "C", "C", "C", "C", "C", "S", "O", "O", "N", "C", "N", "C", "C", "C", "N", "H", "H", "H", "H", "H", "H", "H", "H", "H"], "xyz": [[0.626, -0.197, 0.419], [-3.158, 2.479, 2.123], [-2.417, 2.209, 0.825], [-2.610, 1.079, 0.243], [-3.638, 0.330, 0.708], [-3.641, -0.931, 0.916], [-2.453, -2.130, 1.090], [-5.392, -1.538, 1.063], [-5.779, -1.774, -0.726], [-6.350, -0.538, -1.355], [-5.517, 0.449, -1.882], [-6.052, 1.627, -2.380], [-7.426, 1.829, -2.384], [-8.264, 0.840, -1.889], [-7.727, -0.332, -1.377], [-1.533, 3.248, 0.269], [-1.801, 4.585, 0.571], [-0.976, 5.631, 0.190], [0.200, 5.332, -0.501], [0.489, 4.034, -0.844], [-0.371, 2.926, -0.536], [-0.087, 1.759, -0.931], [-3.025, 1.625, 2.788], [-4.230, 2.555, 1.918], [-2.810, 3.377, 2.629], [-6.498, -2.593, -0.746], [-4.850, -2.092, -1.199], [-4.446, 0.306, -1.877], [-5.385, 2.393, -2.757], [-7.843, 2.752, -2.769], [-9.339, 0.984, -1.897], [-8.383, -1.097, -0.973], [-2.710, 4.827, 1.113], [-1.229, 6.656, 0.439], [0.891, 6.129, -0.766], [1.399, 3.795, -1.385], [9.267, -0.950, -0.403], [7.953, -0.981, 0.094], [7.551, -1.997, 0.960], [6.273, -2.003, 1.492], [5.387, -0.988, 1.170], [5.773, 0.026, 0.309], [7.050, 0.031, -0.227], [3.695, -1.047, 1.758], [3.273, 0.331, 1.901], [3.689, -1.837, 2.968], [2.832, -1.664, 0.573], [2.814, -2.984, 0.340], [3.827, -3.791, 0.747], [3.680, -5.090, 0.558], [2.562, -5.654, -0.031], [1.622, -4.741, -0.503], [1.744, -3.438, -0.365], [9.701, -1.857, -0.457], [9.367, -0.436, -1.262], [8.249, -2.793, 1.202], [5.936, -2.790, 2.152], [5.061, 0.806, 0.072], [7.353, 0.819, -0.908], [4.514, -5.708, 0.887], [2.435, -6.722, -0.133], [0.731, -5.075, -1.028]], "forces_ev_per_a": [[-0.93, -0.31, 0.36], [0.03, 0.06, -0.13], [-0.38, -0.25, 0.35], [0.75, -0.22, -0.36], [-1.03, 0.33, 0.07], [-0.33, 0.01, -0.01], [0.59, 0.05, -0.12], [0.05, -0.06, -0.15], [0.14, 0.21, 0.54], [0.02, -0.02, -0.08], [-0.06, -0.04, 0.02], [0.01, 0.00, -0.04], [-0.03, 0.05, -0.02], [-0.04, -0.02, -0.01], [0.05, 0.01, -0.01], [0.28, 0.00, -0.01], [0.02, -0.03, -0.04], [-0.01, 0.19, 0.01], [-0.09, -0.08, 0.01], [0.07, 0.06, -0.06], [-0.11, 0.14, -0.07], [-0.05, 0.66, -0.41], [-0.06, 0.01, 0.01], [0.00, -0.02, 0.05], [0.02, 0.01, -0.02], [0.00, -0.03, -0.13], [-0.01, -0.05, -0.04], [0.07, 0.01, 0.08], [-0.01, 0.00, 0.00], [0.02, -0.01, 0.00], [0.01, 0.01, 0.01], [0.01, 0.01, 0.01], [0.03, -0.04, 0.05], [-0.02, -0.02, 0.01], [0.00, 0.00, -0.03], [-0.02, -0.03, 0.00], [0.06, 0.07, 0.10], [-0.15, -0.02, 0.06], [0.09, 0.02, -0.04], [0.00, 0.04, 0.04], [-0.32, -0.07, 0.08], [-0.01, 0.03, 0.02], [0.06, 0.01, -0.03], [0.21, -0.22, 0.00], [0.02, 0.06, -0.24], [0.16, -0.08, -0.07], [0.70, -0.03, 0.42], [0.24, -0.55, -0.12], [-0.08, 0.09, 0.00], [-0.02, 0.00, -0.02], [-0.01, 0.02, 0.02], [0.04, -0.01, -0.08], [0.00, 0.19, 0.14], [0.01, -0.04, -0.06], [-0.01, -0.03, -0.07], [-0.01, 0.01, 0.04], [0.02, -0.02, -0.02], [0.04, 0.00, -0.03], [-0.01, 0.02, 0.03], [-0.06, -0.04, 0.02], [0.01, 0.01, -0.04], [0.01, -0.03, 0.01]], "lowdin_charge": [0.906, -0.049, -0.289, 0.063, -0.133, -1.204, 0.341, 0.746, -0.445, -0.300, -0.040, -0.084, -0.122, -0.117, -0.070, -0.118, -0.096, -0.163, -0.153, -0.051, -0.446, -0.324, 0.073, 0.079, 0.056, 0.057, 0.074, 0.109, 0.101, 0.086, 0.087, 0.102, 0.092, 0.068, 0.080, 0.093, 0.069, -0.339, -0.045, -0.070, -0.273, -0.055, -0.044, 0.538, -0.381, -0.324, -0.256, -0.482, 0.117, -0.168, -0.094, -0.159, 0.117, 0.072, 0.073, 0.101, 0.101, 0.117, 0.103, 0.096, 0.077, 0.103], "total_energy_ev": -75581.2197, "total_charge": -2, "orbital_gap_ev": 5.247, "homo_ha": -0.0503}